(1)
A single C3H6N2O2 molecule in a non-equilibrium geometry, computed with wB97M-V/def2-TZVPD.

Summary:
charge = 0
HOMO = -8.03 eV
lowest unoccupied orbital energy = 0.5 eV
frontier orbital gap = 8.5 eV
relative energy (zero: lowest compared OMol25 entry of this formula, charge and spin) = 734.03 kJ/mol

Each line ends with the Mulliken charge.
Atoms and positions in Å:
C1 -1.35950 -0.52143 -0.13475  -0.542
C2 0.69482 -1.11224 -0.43770  0.073
C3 -0.81568 0.65063 0.61574  -0.092
N1 1.25421 0.04872 -0.21589  -0.032
N2 0.44328 1.17219 0.14743  -0.327
O1 1.51331 -2.14078 -0.57958  -0.424
O2 -0.71684 0.66980 1.99667  -0.537
H1 -1.20987 -0.19986 -1.22455  0.201
H2 -1.51992 1.39604 0.38701  0.443
H3 2.17859 0.16759 -0.27106  0.203
H4 0.60714 1.92968 -0.60884  0.317
H5 0.94273 -2.86788 -0.61008  0.370
H6 -0.23120 -0.13595 2.22639  0.346

Forces on the atoms, in the same order (eV/Å):
2.58 -1.05 -1.10
-2.03 1.77 1.22
-0.16 0.77 -0.76
-4.29 -1.03 -0.29
3.24 0.91 -2.27
1.05 1.87 -0.04
-0.20 -1.35 0.85
-0.71 -0.19 1.02
-1.28 1.28 -0.38
4.44 0.85 0.04
-1.29 -1.81 1.58
-1.13 -2.14 -0.21
-0.22 0.12 0.34

(2)
A gas-phase ion, C4H2Cl3F4O2 (charge +1) in a non-equilibrium geometry, computed with wB97M-V/def2-TZVPD.

Summary:
charge = +1
HOMO = -16.25 eV
lowest unoccupied orbital energy = -6.7 eV
frontier orbital gap = 9.5 eV
relative energy (zero: lowest compared OMol25 entry of this formula, charge and spin) = 18.70 kJ/mol

Each line ends with the Mulliken charge.
Atoms and positions in Å:
C1 1.18722 -0.53827 0.04885  -0.898
C2 -1.27204 -0.61893 0.27599  0.307
C3 1.51425 0.97606 -0.03246  1.009
C4 -2.49842 -0.53352 -0.64222  0.758
O1 -0.15810 -0.70015 -0.35506  -0.246
O2 2.76730 1.46341 -0.08266  -0.106
F1 0.79707 1.66433 -0.86058  -0.177
F2 0.98845 1.50458 1.41262  -0.392
F3 -2.19173 -0.97664 -1.91747  -0.151
F4 3.66730 0.55842 0.46889  -0.090
Cl1 -3.79202 -1.54475 0.00804  -0.043
Cl2 -1.35691 -0.56824 1.91980  0.102
Cl3 -2.74547 1.26918 -0.64751  -0.015
H1 1.78770 -1.19662 -0.60174  0.402
H2 1.30540 -0.75885 1.00551  0.540

Forces on the atoms, in the same order (eV/Å):
0.92 1.43 -3.21
1.97 0.01 -0.48
-1.09 1.24 3.85
-0.26 -0.28 -1.03
-2.37 0.09 -0.64
0.20 0.03 -0.96
-0.14 0.02 -0.53
0.66 -1.59 -3.02
-0.20 0.85 1.98
-0.24 -0.44 0.25
0.44 0.80 -0.36
-0.11 0.05 -0.27
-0.07 -1.42 -0.03
-0.28 0.57 0.14
0.57 -1.36 4.31

(3)
A single C3H10N2O molecule in a non-equilibrium geometry, computed with wB97M-V/def2-TZVPD.

Summary:
charge = 0
HOMO = -8.76 eV
lowest unoccupied orbital energy = 0.9 eV
structure (SMILES) = CCC(N)(N)O
frontier orbital gap = 9.7 eV
relative energy (zero: lowest compared OMol25 entry of this formula, charge and spin) = 183.49 kJ/mol

Each line ends with the Mulliken charge.
Atoms and positions in Å:
C1 -1.67861 -0.06493 -0.78271  -1.097
C2 -0.92260 0.18099 0.51884  -0.648
C3 0.89121 0.08821 0.30346  0.505
N1 1.28514 0.51609 -0.95584  -0.398
N2 1.39334 -1.19270 0.50723  -0.684
O1 1.30126 0.95950 1.27945  -0.585
H1 -1.59780 0.80100 -1.44990  0.254
H2 -1.29659 -0.93921 -1.32067  0.267
H3 -2.74913 -0.23198 -0.61304  0.372
H4 -1.34448 1.07873 0.99451  0.405
H5 -1.16885 -0.61596 1.23240  0.237
H6 1.47812 1.50858 -0.95063  0.213
H7 1.72223 -0.24773 -1.46046  0.211
H8 1.31858 -1.43616 1.48778  0.261
H9 0.93773 -1.89591 -0.05996  0.246
H10 0.43044 1.49148 1.26953  0.442

Forces on the atoms, in the same order (eV/Å):
0.02 0.21 -0.07
1.28 -1.39 -0.71
-3.58 0.43 -0.23
-0.90 -0.17 -0.61
0.33 -1.37 0.93
-1.82 2.05 0.96
0.10 -0.21 0.04
0.03 0.09 0.06
0.15 -0.01 0.07
0.62 0.33 -0.11
0.24 0.00 -0.05
0.60 -0.57 -0.86
0.52 1.31 -0.32
-0.07 -0.17 -0.12
-0.05 0.02 0.05
2.53 -0.55 0.97

(4)
A single C6H9N molecule, computed with wB97M-V/def2-TZVPD.

Summary:
charge = 0
HOMO = -7.83 eV
lowest unoccupied orbital energy = 1.1 eV
structure (SMILES) = Cc1c[nH]c(C)c1
frontier orbital gap = 8.9 eV
relative energy (zero: lowest compared OMol25 entry of this formula, charge and spin) = 23.32 kJ/mol

Each line ends with the Mulliken charge.
Atoms and positions in Å:
C1 0.79433 0.84882 2.29583  -1.169
C2 0.06925 0.25580 1.12857  0.748
C3 -0.53997 -0.96855 1.02215  -0.834
N1 -0.82799 -1.18912 -0.30661  -0.026
C4 -0.40774 -0.11654 -1.05569  0.180
C5 -0.22715 -0.17027 -2.53861  -1.128
C6 0.11107 0.80204 -0.18467  -0.456
H1 0.79709 0.17969 3.16091  0.322
H2 0.38242 1.81736 2.59934  0.276
H3 1.83842 1.01961 2.00555  0.273
H4 -0.73270 -1.72912 1.76842  0.373
H5 -1.37740 -1.95667 -0.66058  0.204
H6 -1.12169 0.01516 -3.14065  0.271
H7 0.52189 0.58112 -2.80623  0.288
H8 0.18443 -1.14720 -2.81877  0.309
H9 0.53576 1.75788 -0.46895  0.370

Forces on the atoms, in the same order (eV/Å):
0.01 0.04 0.11
0.02 -0.10 0.00
0.06 0.03 0.15
-0.06 0.02 -0.13
0.15 -0.05 -0.01
-0.05 0.02 -0.12
0.11 0.04 -0.08
-0.07 0.11 -0.09
0.00 -0.15 0.00
-0.14 -0.01 0.16
-0.04 0.18 -0.11
0.24 0.08 0.06
-0.01 -0.05 0.15
-0.19 -0.11 -0.06
-0.11 0.15 -0.05
0.08 -0.21 0.03

> What is the formula in the third record?

C3H10N2O